Record 1
{"formula": "C22H37AlBrO4Si", "method": "ωB97M-V with the def2-TZVPD basis set", "elements": ["C", "C", "C", "H", "C", "C", "H", "H", "H", "H", "Al", "Br", "C", "C", "C", "H", "C", "C", "H", "H", "H", "H", "C", "C", "C", "C", "O", "Si", "O", "O", "C", "C", "C", "C", "O", "C", "C", "C", "C", "H", "H", "H", "H", "H", "H", "H", "H", "H", "H", "H", "H", "H", "H", "H", "H", "H", "H", "H", "H", "H", "H", "H", "H", "H", "H", "H"], "coordinates": [[-2.0414, -0.8123, -1.4489], [-1.6833, -1.4060, -0.1971], [-1.7569, -0.3442, 0.8074], [-1.7152, -2.4716, 0.0562], [-2.0611, 0.8824, 0.1062], [-2.2644, 0.5564, -1.2494], [-2.6622, 1.2426, -2.0043], [-2.2407, -1.3455, -2.3657], [-1.8069, -0.4822, 1.8808], [-2.2976, 1.8165, 0.6247], [0.1767, -0.2320, 0.1586], [1.7145, -0.6644, -1.3900], [2.5888, 0.6418, -4.3910], [1.5247, 1.4405, -4.9063], [0.5370, 0.5622, -5.4519], [1.4863, 2.5287, -4.9096], [0.9964, -0.7801, -5.2812], [2.2650, -0.7337, -4.6268], [2.8815, -1.5886, -4.3643], [3.4940, 1.0084, -3.9133], [-0.3888, 0.8643, -5.9407], [0.4858, -1.6810, -5.6176], [2.6686, 3.9137, 3.6040], [2.6729, 2.3876, 3.7073], [3.9169, 1.9437, 2.9423], [2.7264, 1.9714, 5.1666], [1.4475, 1.9020, 3.0844], [0.7663, 0.4122, 3.2466], [0.8149, -0.3233, 1.8003], [1.4162, -0.4364, 4.4808], [1.4862, -1.9295, 4.6651], [1.5987, -2.6239, 3.3267], [2.7435, -2.1901, 5.4923], [0.2496, -2.3760, 5.4386], [-0.8446, 0.6907, 3.5374], [-1.6857, 1.2391, 4.6059], [-3.0504, 0.5621, 4.4713], [-1.0653, 0.9314, 5.9538], [-1.8948, 2.7312, 4.3958], [3.5774, 4.3078, 4.0986], [1.7899, 4.3536, 4.0888], [2.6995, 4.2244, 2.5536], [4.7971, 2.4317, 3.4050], [4.0784, 0.8605, 2.9744], [3.8651, 2.2885, 1.8988], [1.7979, 2.2540, 5.6874], [2.8944, 0.8928, 5.2851], [3.5643, 2.5090, 5.6490], [2.4197, -2.2080, 2.7320], [1.8356, -3.6873, 3.5035], [0.6567, -2.5998, 2.7724], [2.7006, -1.6740, 6.4601], [2.8222, -3.2764, 5.6732], [3.6403, -1.8673, 4.9514], [0.2091, -1.8905, 6.4248], [-0.6687, -2.1634, 4.8770], [0.3088, -3.4690, 5.5954], [-2.9702, -0.5267, 4.5616], [-3.6974, 0.9287, 5.2841], [-3.5210, 0.8229, 3.5171], [-0.1215, 1.4684, 6.1048], [-1.7774, 1.2524, 6.7283], [-0.8858, -0.1452, 6.0715], [-0.9720, 3.3016, 4.5341], [-2.2963, 2.9325, 3.3961], [-2.6346, 3.0720, 5.1357]], "mulliken_charge": [-0.6538, -0.9384, 0.4682, 0.5119, -0.6110, -0.6599, 0.4373, 0.4310, 0.5978, 0.4341, -0.1206, -0.2236, -0.5378, -0.5257, -0.5760, 0.3604, -0.5089, -0.6855, 0.4472, 0.3849, 0.3832, 0.3633, -1.7488, 1.8392, -1.6242, -1.3726, -0.1969, -0.9927, -0.0260, 0.4244, 2.0831, -1.6561, -1.8378, -1.7588, 0.6415, 1.7426, -1.8172, -1.3219, -1.5088, 0.3983, 0.3298, 0.4034, 0.4464, 0.2347, 0.3747, 0.2665, 0.1102, 0.5264, 0.3517, 0.5105, 0.2883, 0.3487, 0.4451, 0.3806, 0.3636, 0.2898, 0.4617, 0.3365, 0.4798, 0.3510, 0.0906, 0.5337, 0.1549, 0.1576, 0.2812, 0.4370], "energy_ev": -116129.6503, "max_force_ev_per_a": 1.76, "de_lowest_kcal_mol": 0.0, "lumo_ha": 0.07676, "charge": -1}

---

Record 2
{"formula": "C38H34BrN3OSSiTa", "method": "ωB97M-V with the def2-TZVPD basis set", "elements": ["Ta", "C", "C", "C", "C", "C", "C", "C", "H", "H", "H", "H", "H", "H", "H", "H", "Br", "C", "C", "C", "C", "O", "C", "C", "N", "C", "C", "C", "C", "C", "C", "C", "C", "N", "C", "C", "H", "H", "H", "H", "H", "H", "H", "H", "H", "H", "C", "Si", "C", "C", "C", "C", "C", "C", "C", "H", "H", "H", "H", "H", "H", "H", "H", "H", "H", "H", "S", "C", "N", "C", "C", "C", "C", "C", "C", "H", "H", "H", "H", "H"], "coordinates": [[0.2501, 1.5222, 0.7568], [-3.2041, 1.3361, -0.6044], [-2.3265, 1.6862, 0.5596], [-1.7285, 0.6606, 1.3586], [-0.9890, 1.0504, 2.5705], [-1.3266, 2.3552, 3.1196], [-1.7923, 3.3226, 2.3033], [-2.1166, 3.0014, 0.9297], [-4.1731, 1.0278, -0.2035], [-2.8213, 0.5115, -1.2038], [-3.3744, 2.1959, -1.2493], [-1.9530, -0.3793, 1.1471], [-0.6923, 0.2702, 3.2582], [-1.1417, 2.5504, 4.1692], [-1.9875, 4.3215, 2.6686], [-2.5019, 3.7715, 0.2722], [5.9811, -3.0362, -1.2708], [4.5385, -2.0820, -0.5544], [3.7714, -2.6367, 0.4694], [2.7056, -1.9364, 1.0087], [2.3915, -0.6763, 0.5260], [1.3371, -0.0026, 1.0560], [3.1583, -0.0998, -0.4954], [2.9537, 1.2478, -0.9520], [1.9705, 2.0038, -0.6050], [1.9933, 3.3757, -0.9755], [2.4567, 3.8975, -2.1544], [2.5425, 5.2947, -2.3083], [2.2265, 6.1309, -1.2707], [1.7537, 5.6059, -0.0453], [1.5468, 6.3827, 1.1190], [1.2007, 5.7597, 2.2862], [0.9177, 4.3876, 2.2735], [1.0273, 3.6263, 1.1920], [1.5599, 4.2200, 0.0626], [4.2424, -0.8170, -1.0205], [4.0223, -3.6167, 0.8520], [2.1288, -2.3492, 1.8259], [3.7299, 1.6622, -1.5939], [2.7640, 3.2454, -2.9627], [2.9006, 5.7010, -3.2438], [2.3522, 7.2014, -1.3685], [1.7066, 7.4534, 1.0857], [1.1042, 6.3068, 3.2127], [0.5714, 3.9061, 3.1741], [4.8558, -0.3699, -1.7926], [-2.2736, -3.7043, 3.2863], [-2.2294, -4.4315, 1.6054], [-3.0133, -3.5153, 0.2424], [-1.5269, -6.0488, 1.3239], [-0.9965, -6.7847, 2.4052], [-0.5369, -8.0707, 2.2110], [-0.5999, -8.6394, 0.9420], [-1.1189, -7.9315, -0.1391], [-1.5800, -6.6450, 0.0458], [-3.1411, -4.1153, 3.8168], [-2.3944, -2.6214, 3.2660], [-1.3925, -3.9660, 3.8731], [-4.0555, -3.8545, 0.1832], [-2.5574, -3.7371, -0.7233], [-3.0415, -2.4372, 0.3954], [-0.9567, -6.3526, 3.3979], [-0.1376, -8.6377, 3.0402], [-0.2445, -9.6509, 0.7943], [-1.1676, -8.3934, -1.1153], [-1.9964, -6.1061, -0.7968], [-0.3437, -1.3322, -2.9516], [-0.1869, -0.7714, -1.3571], [-0.3005, 0.5183, -1.1780], [-0.5412, 1.1680, -2.3956], [-0.7445, 2.5366, -2.5852], [-0.9855, 2.9898, -3.8639], [-1.0331, 2.1078, -4.9538], [-0.8435, 0.7543, -4.7805], [-0.5992, 0.2971, -3.4859], [0.0085, -1.4533, -0.5425], [-0.7299, 3.2267, -1.7508], [-1.1498, 4.0456, -4.0319], [-1.2313, 2.4957, -5.9434], [-0.8911, 0.0702, -5.6165]], "mulliken_charge": [1.6872, -1.6471, 1.0974, -0.2130, -0.6920, -0.8546, -0.5860, -0.7741, 0.4235, 0.3307, 0.3849, 0.2034, 0.7867, 0.5621, 0.5499, 0.5848, -0.0924, -0.3910, -0.4204, -0.6496, 0.0298, -0.7650, 0.3067, 0.1112, 0.2706, -0.9072, 0.0878, -1.2686, -0.8381, 0.8442, -0.6204, -1.0771, -0.3217, -0.3654, 1.1631, -0.8211, 0.4713, 0.6245, 0.6143, 0.6112, 0.4926, 0.4729, 0.5087, 0.4628, 0.7779, 0.5555, -1.0196, 0.5612, -0.7807, 0.7635, -0.2960, -0.7250, -0.3769, -0.7079, -0.2397, 0.4185, 0.3016, 0.3898, 0.4697, 0.2966, 0.1343, 0.2989, 0.4097, 0.4170, 0.4079, 0.3149, -0.2187, -0.2926, 0.7463, -0.3638, -0.2874, -1.0874, -0.7908, -0.6020, 0.8741, 0.3284, 0.4843, 0.4984, 0.4738, 0.4883], "energy_ev": -136760.7302, "max_force_ev_per_a": 0.48, "de_lowest_kcal_mol": 27.0, "lumo_ha": -0.31210, "charge": 3}

---

Record 3
{"formula": "C21H32Cl12N3O", "method": "ωB97M-V with the def2-TZVPD basis set", "elements": ["C", "Cl", "Cl", "Cl", "H", "C", "Cl", "Cl", "Cl", "H", "C", "Cl", "Cl", "Cl", "H", "C", "Cl", "Cl", "Cl", "H", "C", "C", "C", "C", "C", "C", "N", "O", "C", "C", "C", "H", "H", "H", "H", "H", "H", "H", "H", "H", "H", "H", "H", "H", "H", "H", "H", "H", "H", "N", "C", "C", "C", "C", "H", "H", "H", "H", "H", "N", "C", "C", "C", "C", "H", "H", "H", "H", "H"], "coordinates": [[2.6641, 5.4912, -3.8757], [2.5220, 7.1556, -3.3211], [3.3278, 4.4728, -2.6380], [3.7141, 5.3656, -5.2926], [1.6796, 5.0794, -4.0980], [-3.3975, 2.7397, -2.9392], [-4.4120, 4.0843, -2.4209], [-2.2669, 2.3629, -1.6766], [-2.5096, 3.1760, -4.3739], [-3.9125, 1.7916, -3.0940], [4.0492, -2.4919, -1.6144], [4.9597, -3.3237, -0.4191], [2.9158, -3.5700, -2.4411], [5.0978, -1.7643, -2.9427], [3.4331, -1.7751, -1.0715], [0.8404, 0.8122, -2.8335], [0.4714, -0.3974, -4.0920], [0.7455, 2.4639, -3.4052], [2.4259, 0.5961, -2.1335], [0.0439, 0.6963, -2.0985], [0.2019, -0.4022, 0.9153], [0.2259, -1.6962, 1.7115], [1.0960, -1.5632, 3.0058], [0.4607, -0.7794, 4.1439], [-0.9725, -1.2456, 4.4033], [-1.9004, -1.4575, 3.1503], [-1.1483, -2.1778, 2.0386], [-1.8904, -2.6796, 0.8986], [-3.1203, -2.2674, 3.7047], [-2.4538, -0.0524, 2.6716], [0.9568, -2.7201, 0.8054], [-0.5695, -0.2302, 0.1647], [1.1356, -0.3286, 0.3577], [0.2019, 0.5215, 1.4939], [1.1552, -2.5024, 3.5558], [2.1057, -1.1981, 2.8183], [0.4331, 0.2763, 3.8743], [0.9276, -0.9974, 5.1045], [-1.4593, -0.4004, 4.8899], [-1.0244, -2.0497, 5.1374], [-2.8932, -3.3335, 3.7019], [-3.3606, -1.8868, 4.6974], [-3.9754, -2.2585, 3.0288], [-1.6602, 0.6895, 2.7608], [-2.7908, -0.0437, 1.6351], [-3.3268, 0.2807, 3.2328], [0.4822, -2.7395, -0.1757], [0.9509, -3.7201, 1.2392], [1.9937, -2.4115, 0.6724], [-5.4643, -0.6929, -3.6520], [-4.2754, -0.5159, -4.2718], [-3.2792, -0.7566, -3.2956], [-3.8441, -1.0245, -2.0790], [-5.2095, -1.0036, -2.3199], [-6.3890, -0.5902, -4.0451], [-4.2760, -0.2004, -5.3047], [-2.2371, -0.5765, -3.5144], [-3.3047, -1.0493, -1.1437], [-6.0139, -1.2253, -1.6341], [4.9943, 0.6858, 1.7256], [5.0887, 1.2371, 0.4197], [3.9781, 2.0281, 0.3193], [3.1727, 1.9797, 1.4578], [3.8619, 1.1863, 2.3314], [5.7238, 0.1368, 2.1575], [5.9108, 1.0242, -0.2475], [3.6375, 2.5277, -0.5756], [2.1995, 2.4432, 1.5255], [3.5532, 0.7952, 3.2896]], "lowdin_spin": [0.0000, 0.0000, 0.0000, 0.0000, 0.0000, 0.0000, 0.0000, 0.0000, 0.0000, 0.0000, 0.0000, 0.0000, 0.0000, 0.0000, 0.0000, 0.0000, 0.0000, 0.0000, 0.0002, 0.0000, 0.0153, 0.0209, 0.0016, 0.0000, 0.0002, 0.0202, 0.3657, 0.5477, 0.0019, 0.0175, 0.0013, 0.0014, 0.0017, 0.0002, 0.0008, -0.0003, 0.0000, 0.0001, -0.0004, 0.0001, -0.0004, -0.0002, -0.0004, 0.0003, 0.0014, 0.0020, -0.0008, -0.0003, -0.0002, 0.0000, 0.0000, 0.0000, 0.0009, 0.0000, 0.0000, 0.0000, 0.0000, 0.0017, 0.0000, 0.0000, 0.0000, 0.0000, 0.0000, 0.0000, 0.0000, 0.0000, 0.0000, 0.0000, 0.0000], "energy_ev": -179078.8110, "max_force_ev_per_a": 5.91, "lumo_ha": [0.01609, -0.00936], "multiplicity": 2, "charge": 0}